# 1
A cluster of 6 separate species, C11H31O13 in total in a non-equilibrium geometry, computed with wB97M-V/def2-TZVPD.

```
55
Properties=species:S:1:pos:R:3:forces:R:3
O -5.693449 -6.402596 22.281714 -2.1846 1.0555 -0.8602
C -4.392873 -6.018922 22.280767 0.5366 3.2561 -0.3230
O -3.986030 -4.910941 22.007980 -0.4002 2.0169 -0.9052
O -3.734430 -6.958351 22.672833 3.7315 -4.0709 1.4467
H -5.270354 -7.220307 22.553640 -1.6828 -2.4239 0.6424
C -7.332953 -11.491580 27.749334 0.7620 -0.8627 -0.6113
C -6.295886 -11.429451 26.548074 -0.5771 -0.7720 1.2999
O -6.893918 -10.921938 25.407200 -1.0828 0.6000 -0.7249
O -7.596291 -10.249824 28.311428 -0.2652 1.1847 0.2554
H -7.035077 -12.102352 28.601584 0.9230 -0.6401 -0.3884
H -8.274342 -11.975162 27.488516 -0.0824 0.3179 -0.7566
H -5.943779 -12.430941 26.300836 0.1947 -0.3456 0.5148
H -5.444694 -10.803848 26.816737 0.1421 0.0085 0.4223
H -6.354220 -11.117314 24.637676 0.0637 0.1095 0.0320
H -6.963204 -10.156175 29.026988 -0.0870 0.4165 -0.0452
C 0.348902 -8.843936 26.489050 -1.2585 -0.4402 -0.3580
C -0.531868 -8.295716 27.617762 0.7265 0.4030 -0.1555
O -1.379571 -7.263936 27.181467 -0.1840 0.2126 -0.3265
O -0.530269 -9.597245 25.579722 1.1120 0.3221 0.7833
H 1.127292 -9.511378 26.858805 -0.3053 -0.3260 0.0466
H 0.877347 -8.062217 25.943383 -0.2249 0.2728 0.0077
H 0.066089 -7.800864 28.383045 0.2361 -0.3530 0.1826
H -1.125435 -9.099663 28.053003 0.1593 -0.2748 0.0904
H -1.825214 -7.561211 26.384828 -0.3617 0.1394 -0.0907
H -1.032713 -8.965132 25.060520 0.0256 0.0978 -0.2581
C -2.902378 -11.579438 18.668822 1.5118 0.7413 0.9430
C -1.728864 -10.545792 18.813132 -0.3973 -0.2818 -1.1334
O -2.198039 -9.230287 18.739283 -0.2154 0.4136 0.4716
O -3.509583 -11.743983 19.950055 -0.4495 -0.0335 -0.3142
H -2.507972 -12.532248 18.315702 -0.0551 -0.1664 -0.2297
H -3.654429 -11.181632 17.987441 0.0861 -0.0695 0.0903
H -0.996956 -10.565322 18.005657 -0.1078 -0.6730 -0.3211
H -1.139601 -10.711057 19.715117 -0.1801 -0.2620 0.3736
H -2.564671 -9.012369 19.599344 -0.2790 0.3667 0.1236
H -2.854640 -12.115642 20.545470 0.0603 0.0096 0.0363
C -0.247170 0.625467 17.278689 -1.5953 -1.1101 -0.7422
C -1.685957 0.107007 16.874112 1.6849 -0.2282 -0.1268
O -2.302147 -0.566174 17.944934 0.0688 0.3562 0.3458
O -0.343068 1.579522 18.255262 -0.1781 1.7157 1.7133
H 0.251080 1.069151 16.416721 0.0691 -0.5557 -0.3842
H 0.301368 -0.207077 17.719260 0.1615 -0.2635 -0.4299
H -1.529073 -0.631421 16.087857 0.0661 0.1490 -0.5115
H -2.277872 0.939876 16.494569 -0.1243 0.1684 0.0301
H -2.987838 -1.130276 17.579948 -0.0545 -0.0564 0.1538
H -0.003862 2.429570 17.965488 -0.0852 -0.1572 -0.0390
C -10.459796 -6.796023 19.547846 -1.2159 1.4810 -0.5182
C -11.133382 -5.685241 20.368503 1.5386 0.4371 -0.0221
O -10.064285 -4.888320 20.944455 -1.0599 -0.4400 0.0259
O -9.973700 -7.815093 20.320253 0.1376 -1.6856 1.2069
H -9.623981 -6.382622 18.983377 -0.3304 0.3470 -0.5387
H -11.255113 -7.204787 18.924550 0.3107 -0.2734 -0.4035
H -11.778821 -6.146381 21.116072 0.0458 -0.0237 0.2955
H -11.736787 -4.979838 19.797192 0.0890 -0.1930 -0.3042
H -9.410533 -5.535778 21.218305 0.3799 0.3322 0.3624
H -9.250692 -7.540101 20.888793 0.2010 0.0508 -0.0738
```
Positions in Å, forces in eV/Å.

ΔE to the lowest compared entry with this formula, charge and spin: 4.109 eV
M: 371.4 g/mol
HOMO level: -4.2 eV
Largest force on an atom: 5.71 eV Å⁻¹
Total charge: -1

Here are the Löwdin charges for atoms 1 to 8, given in e:
1 O 0.022
2 C -0.966
3 O -0.016
4 O -0.061
5 H 0.031
6 C -0.251
7 C -0.247
8 O -0.056

***

# 2
An isolated molecule of C3H7NO in a non-equilibrium geometry, computed with wB97M-V/def2-TZVPD.

```
12
Properties=species:S:1:pos:R:3:forces:R:3
C -1.330881 -0.832397 0.082658 5.1957 -1.4669 0.3425
N -0.533011 0.106941 -0.764078 -4.4922 4.7469 0.2953
C 0.511217 0.797154 0.027150 -1.8896 0.2260 -1.5257
C 1.699550 -0.009425 -0.147786 1.4499 -3.1202 1.9120
O 1.707713 -1.277111 -0.259321 0.6587 5.2958 -0.0493
H -1.365707 -0.467927 1.127405 0.3834 -0.4749 -0.1237
H -0.530334 -1.704026 -0.122931 -2.7967 0.7857 1.5294
H -2.335198 -0.994651 -0.144436 -1.3444 -0.4081 -1.3735
H -1.267376 0.932043 -0.865591 1.8238 -1.8830 -0.5033
H 0.302551 0.783396 1.100558 0.0456 -0.0034 0.3519
H 0.659116 1.914822 -0.218951 -0.1575 -1.8467 -0.0834
H 2.482362 0.751176 0.185327 1.1234 -1.8513 -0.7723
```
Positions in Å, forces in eV/Å.

ΔE to the lowest compared entry with this formula, charge and spin: 3.440 eV
M: 73.1 g/mol
SMILES: CNCC=O
HOMO level: -9.5 eV
Largest force on an atom: 6.54 eV Å⁻¹

Here are the Löwdin charges for atoms 1 to 8, given in e:
1 C -0.129
2 N -0.145
3 C -0.264
4 C -0.230
5 O 0.010
6 H 0.070
7 H 0.122
8 H 0.041

***

# 3
A cluster of 2 separate species, C4H13N2O2 in total in a non-equilibrium geometry, computed with wB97M-V/def2-TZVPD.

```
21
Properties=species:S:1:pos:R:3:forces:R:3
O 0.702560 -1.028712 2.107141 -0.6518 0.0184 0.1588
C -0.130854 -0.490381 1.383444 1.4456 -0.2837 0.3215
N -1.435359 -0.424128 1.615834 -0.9399 0.5885 -0.0018
C 0.451096 0.115661 0.089321 0.5829 -0.3038 -0.8270
N 1.634089 -0.805608 -0.201065 1.3344 -0.2696 -0.3947
C -0.814297 -1.304279 -1.590484 -1.0884 0.6664 -1.6043
C -0.441198 0.152363 -1.159377 -0.0923 -1.4695 1.6395
H -2.029126 0.088193 0.982681 0.0665 -0.0497 0.0410
H -1.860396 -0.628387 2.518074 0.5907 -0.1827 -0.2620
H 0.919218 1.106443 0.269254 -0.6563 -0.7978 0.2007
H 1.439033 -1.611835 -0.819087 -0.3149 0.5721 0.3088
H 1.941024 -1.204785 0.705849 -0.3283 0.2033 0.2163
H 2.465031 -0.346440 -0.613340 -0.6976 0.1141 0.2265
H -0.889977 -1.359640 -2.689290 0.6585 -0.0680 0.2942
H -1.828557 -1.623581 -1.368308 -0.2626 0.5041 0.6820
H -0.245768 -2.146319 -1.223070 0.5770 0.0045 0.0489
H 0.102664 0.743980 -1.876726 -0.2167 0.0216 -0.6534
H -1.345567 0.668016 -0.838018 0.0462 0.3172 -0.4927
H 0.035254 3.761234 0.549757 -0.4135 -1.1099 -2.0369
H 0.763331 3.409354 1.499617 1.3420 -1.8366 0.4464
O 0.567800 2.928851 0.657795 -0.9815 3.3611 1.6883
```
Positions in Å, forces in eV/Å.

ΔE to the lowest compared entry with this formula, charge and spin: 1.840 eV
M: 121.2 g/mol
HOMO level: -14.4 eV
Largest force on an atom: 3.89 eV Å⁻¹
Total charge: +1

Here are the Löwdin charges for atoms 1 to 8, given in e:
1 O 0.055
2 C -0.476
3 N 0.227
4 C -0.204
5 N 0.200
6 C -0.069
7 C -0.153
8 H 0.112

***

> Among the records above, which one has the highest M?

C11H31O13